Entry from the OMol25 dataset: a single C4H8O3 molecule (the ωB97M-V functional and the def2-TZVPD basis).

The geometry in XYZ format:
```
15
C4H8O3 | the OMol25 dataset | the ωB97M-V functional and the def2-TZVPD basis
C 1.55436 -0.85388 -0.18064
C 0.51414 -0.06325 0.58838
O 1.17482 0.63803 1.62805
C -0.20399 0.95475 -0.30033
O -1.04991 0.31364 -1.27066
C -2.16916 -0.23616 -0.79071
O -2.52163 -0.23477 0.36122
H 2.30395 -0.18060 -0.61078
H 1.08320 -1.41782 -0.99206
H 2.06171 -1.55394 0.48853
H -0.23653 -0.74746 1.00375
H 0.50327 0.90915 2.26709
H 0.51988 1.52911 -0.88417
H -0.80347 1.64026 0.30793
H -2.73066 -0.69706 -1.61562
```

Results
energy relative to the best compared isomer or geometry (same formula, charge and spin): 92.47 kJ/mol
multiplicity: 1
molecular weight: 104.1 u
maximum force: 0.5 eV/Å
lowest unoccupied orbital energy: 0.85 eV
SMILES string: C[C@@H](O)COC=O